{
  "formula": "C4H8O2",
  "method": "ωB97M-V/def2-TZVPD",
  "e_lumo_ev": 0.78,
  "charge": 0,
  "multiplicity": 1,
  "gap_ev": 10.706,
  "e_above_lowest_kcal_mol": 82.9,
  "smiles": "C[C@H]1O[C@@H]1C=O.[H][H]",
  "species": ["O", "O", "C", "C", "C", "C", "H", "H", "H", "H", "H", "H", "H", "H"],
  "coordinates": [[-0.2660, 0.5630, 0.9726], [1.3757, -1.8776, 1.4534], [-0.2514, -0.6283, 0.2183], [-1.2187, 1.1627, -1.2109], [0.6493, -1.7707, 0.5009], [-0.0479, 0.6825, -0.4210], [-1.3561, 2.2358, -1.0775], [-1.0524, 0.9127, -2.2636], [1.8577, 0.1576, 1.9260], [-1.2197, -1.1355, 0.1114], [-2.0972, 0.6304, -0.8375], [0.9268, 1.0957, -0.7124], [2.2598, 0.6079, 1.5119], [0.4401, -2.6362, -0.1716]]
}

=====

{
  "formula": "C4H8O2",
  "method": "ωB97M-V/def2-TZVPD",
  "e_lumo_ev": [0.67, -0.53],
  "charge": 0,
  "multiplicity": 1,
  "gap_ev": [9.078, 6.506],
  "e_above_lowest_kcal_mol": 117.0,
  "species": ["O", "O", "C", "C", "C", "C", "H", "H", "H", "H", "H", "H", "H", "H"],
  "coordinates": [[1.1044, 0.1996, 0.4400], [-1.8538, 0.7153, 1.7021], [1.9683, -0.3932, -0.5016], [-0.2070, 0.4244, -0.1101], [-0.9714, 1.2140, 0.8922], [-1.0793, -0.6892, -0.4424], [-1.9631, -0.2209, 1.3736], [-1.4038, -0.8252, -1.4679], [2.8900, -0.6540, 0.0242], [-0.1180, 1.1011, -0.9812], [-0.8907, 2.2975, 0.9838], [1.5298, -1.3014, -0.9363], [-0.9809, -1.5992, 0.1533], [2.2081, 0.3038, -1.3217]]
}

=====

Computed energy, in the same sequence as the records: -8369.689, -8368.207 eV.